a.
34
Properties=species:S:1:pos:R:3:nbo_charge:R:1 method="wB97M-V/def2-TZVPD" homo_lumo_gap_ev=9.38 total_charge=+1 homo_ev=-13.033
O -2.5375 1.3304 0.0337 -0.988
H -2.0443 1.6520 -1.6477 0.580
H -3.5061 0.7824 -1.5781 0.531
O 3.2062 0.9445 2.0922 -0.922
H -1.6700 1.1177 0.4009 0.513
H -2.3224 -0.1978 -2.0880 0.559
O -1.7004 3.0558 -1.7725 -0.930
H 0.3719 -1.4586 -0.0150 0.494
H 0.3601 -4.1236 -0.0338 0.472
O 3.1223 -1.2538 0.5439 -0.998
H 3.8937 -1.7334 0.6588 0.475
H -3.0555 -2.3463 -1.5170 0.517
O 0.8114 3.0596 1.2975 -0.925
H -0.7545 -4.9108 0.5417 0.478
H 2.5325 1.5940 1.7306 0.506
O 1.6905 1.2509 -2.3747 -0.926
H 1.8126 1.0626 -3.3321 0.480
H -3.1164 1.5065 0.7760 0.509
O -2.7854 0.7355 -2.2584 -0.882
H -2.1634 4.0006 -1.6852 0.537
O -2.2267 -1.6269 -1.3019 -1.006
H -1.5133 3.3388 -2.6990 0.510
H 2.7188 0.0316 2.2025 0.462
O 1.2248 -2.5534 2.9021 -0.949
H -2.0184 -1.8442 -0.2940 0.543
H 1.6123 -3.2358 3.5071 0.487
O 0.0611 -0.9422 0.7140 -0.971
H 1.1996 -1.7517 3.4380 0.464
H 0.6189 -1.0005 1.4072 0.479
O -0.5600 -4.0409 0.0718 -0.950
H 3.1390 -0.2953 0.9855 0.474
H 0.7589 1.3684 -2.2267 0.447
H 0.1791 2.7769 0.6392 0.452
H 0.5158 3.9905 1.2479 0.476

b.
34
Properties=species:S:1:pos:R:3:nbo_charge:R:1 method="wB97M-V/def2-TZVPD" homo_lumo_gap_ev=11.18 total_charge=+1 homo_ev=-13.852
O -2.1083 -2.7582 0.6172 -0.862
H -2.2419 -2.0979 -0.2548 0.547
H -1.1641 -2.7084 0.4020 0.537
O 2.9081 1.1890 2.1034 -0.932
H 2.1279 1.7043 2.5047 0.484
H 3.4574 1.8204 1.8385 0.471
O -2.2342 -2.0114 -1.8293 -0.898
H -1.5404 -1.7723 -2.5452 0.510
H -2.3543 -2.8077 -1.9880 0.460
O 1.1682 -2.3252 0.2448 -0.997
H 2.0136 -2.7835 0.3892 0.497
H 1.2983 -1.4374 -0.1275 0.501
O -1.7190 -0.2435 -0.1867 -1.018
H -2.2941 -0.2521 -0.8060 0.469
H -0.8197 0.1879 -0.1922 0.525
O 0.5930 0.6809 -0.8665 -1.040
H 1.5415 0.7269 -0.4415 0.527
H 0.2852 1.1048 -1.6482 0.501
O -2.9193 -1.0543 2.1397 -0.901
H -2.3638 -2.0789 1.4199 0.523
O -0.8756 3.0356 -2.4037 -0.964
H -0.5175 3.1793 -3.3414 0.479
H -0.9854 3.9049 -2.0282 0.489
O -0.9538 0.1023 3.3293 -0.935
H -1.1140 0.4281 4.1675 0.490
H -0.0241 0.2470 3.1458 0.498
O 3.1594 0.1277 -0.3204 -0.974
H 3.1950 0.3975 0.5637 0.493
H 3.2189 0.8389 -0.9913 0.511
O 2.5417 2.1344 -2.3930 -0.948
H 2.8292 2.4484 -3.2522 0.490
H 1.6583 1.8449 -2.5080 0.465
H -2.1913 -0.5408 2.5921 0.523
H -3.5748 -1.2315 2.6663 0.479

Ordering by calculated energy gives the sequence b, a, with the first entry being the most stable.

a.
22
Properties=species:S:1:pos:R:3:nbo_charge:R:1 method="wB97M-V/def2-TZVPD" smiles=CCCN.O.O.O homo_lumo_gap_ev=8.78 homo_ev=-8.419
C 1.2447 -0.3361 1.0359 -0.209
C 0.7956 0.7442 2.0574 -0.392
C 1.4856 2.1466 2.0691 -0.623
N 1.0154 -0.1587 -0.3267 -0.865
H 0.6336 -1.2219 1.1355 0.190
H 2.2700 -0.7444 1.3727 0.138
H 1.0441 0.3677 3.0907 0.196
H -0.3561 0.8342 2.0517 0.177
H 1.8108 2.4083 1.0969 0.204
H 2.2623 1.9667 2.8325 0.213
H 0.7050 2.8673 2.3046 0.213
H 0.7268 -0.9429 -0.8010 0.386
H 1.4936 0.6456 -0.8314 0.374
H -4.1027 -1.9432 -2.0060 0.493
H -2.6522 -2.1344 -1.1491 0.497
O -3.2388 -2.3848 -1.9031 -0.989
H -1.3936 2.0014 -0.1619 0.467
H -1.6344 1.6149 -1.5975 0.463
O -1.1479 2.2900 -1.1201 -0.931
H -1.0979 -2.7210 -3.0192 0.484
H 0.3045 -2.6794 -3.4674 0.465
O -0.1685 -2.6201 -2.6633 -0.949

b.
22
Properties=species:S:1:pos:R:3:nbo_charge:R:1 method="wB97M-V/def2-TZVPD" smiles=CC(C)N.O.O.O homo_lumo_gap_ev=10.17 homo_ev=-9.464
C 0.2585 1.1077 2.0328 -0.647
C 0.3823 0.5330 0.5476 -0.043
C 1.5619 -0.4598 0.2385 -0.627
N 0.5540 1.7057 -0.3550 -0.864
H 1.3586 1.3904 2.3412 0.185
H -0.0478 0.3062 2.7170 0.225
H -0.3175 2.0228 2.3090 0.219
H -0.5901 0.1219 0.2718 0.204
H 1.3363 -0.7685 -0.7433 0.237
H 1.6740 -1.2053 1.0589 0.210
H 2.4277 0.1507 0.3667 0.205
H -0.2303 2.3192 -0.2807 0.364
H 1.3985 2.2248 -0.1465 0.356
H -0.5084 -2.4765 -0.9080 0.480
H -1.6764 -1.8811 -1.9085 0.496
O -1.2867 -1.9343 -0.9792 -0.973
H 0.8069 1.3127 -2.3861 0.494
H 0.5351 1.3109 -3.8884 0.453
O 0.7092 0.6483 -3.2453 -0.980
H -2.6263 -0.9066 1.7814 0.491
H -1.0889 -1.5455 1.6310 0.487
O -1.8657 -1.3891 2.1441 -0.973

Ordering by calculated energy gives the sequence b, a, with the first entry being the most stable.

a.
22
Properties=species:S:1:pos:R:3:nbo_charge:R:1 method="wB97M-V/def2-TZVPD" smiles=CCNC.O.O.O homo_lumo_gap_ev=9.20 homo_ev=-8.731
C 2.6708 -0.4218 0.2805 -0.666
C 1.2742 -1.0275 0.3932 -0.240
N 0.2022 -0.1674 0.0113 -0.670
C 0.1959 1.1508 0.6189 -0.416
H 3.3603 -0.7850 -0.5138 0.220
H 3.3392 -0.5061 1.1636 0.223
H 2.8149 0.6631 0.0954 0.215
H 1.2812 -1.2414 1.4743 0.163
H 1.3589 -2.0257 -0.0426 0.220
H -0.7247 -0.4275 -0.2659 0.392
H 0.0755 2.0264 -0.0712 0.185
H -0.7024 1.2409 1.2363 0.183
H 1.1098 1.2925 1.1827 0.203
H 1.2366 0.2042 -1.7091 0.478
H 1.4775 0.8374 -3.0240 0.458
O 0.9844 0.0951 -2.6453 -0.950
H -0.3959 -2.8391 -1.3685 0.473
H 0.1546 -3.5135 -2.7058 0.480
O -0.4485 -3.5998 -1.9672 -0.952
H -3.6719 3.7465 2.9863 0.463
H -5.0076 3.1696 2.8137 0.462
O -4.5217 3.6741 3.4568 -0.925

b.
22
Properties=species:S:1:pos:R:3:nbo_charge:R:1 method="wB97M-V/def2-TZVPD" smiles=CCNC.O.O.O homo_lumo_gap_ev=9.34 homo_ev=-9.159
C -0.0222 -1.4653 -0.4937 -0.626
C -0.7049 -0.8326 0.7386 -0.235
N 0.0751 0.2286 1.4063 -0.659
C 0.4061 -0.1142 2.7969 -0.418
H -0.6793 -1.4327 -1.3641 0.200
H 0.2424 -2.5047 -0.3178 0.208
H 0.8804 -0.8958 -0.6981 0.224
H -0.9324 -1.6564 1.4313 0.176
H -1.7408 -0.5385 0.5494 0.197
H -0.4662 1.0707 1.2955 0.366
H 1.2767 -0.7557 2.7254 0.201
H 0.8550 0.7628 3.2288 0.206
H -0.3964 -0.5997 3.3462 0.178
H -0.0657 1.4966 -3.1953 0.447
H -0.4647 0.0599 -3.4590 0.475
O 0.2461 0.6926 -3.6131 -0.920
H -2.8968 1.4460 -1.7535 0.483
H -1.3477 1.8046 -1.7865 0.466
O -2.0317 1.2615 -1.3828 -0.947
H 1.9050 0.3656 0.4709 0.489
H 2.9962 1.1852 -0.2486 0.461
O 2.8660 0.4213 0.3233 -0.971

Ordering by calculated energy gives the sequence b, a, with the first entry being the most stable.

a.
22
Properties=species:S:1:pos:R:3:nbo_charge:R:1 method="wB97M-V/def2-TZVPD" smiles=CCCN.O.O.O homo_lumo_gap_ev=9.65 homo_ev=-8.949
C 0.6103 0.1207 -1.6231 -0.198
C 1.4596 -1.0735 -1.0302 -0.417
C 2.0404 -0.7448 0.3308 -0.626
N -0.4319 0.5563 -0.7538 -0.897
H 0.2952 -0.2057 -2.6096 0.190
H 1.4386 0.8979 -1.7117 0.180
H 2.2424 -1.3601 -1.6496 0.199
H 0.8996 -1.9755 -0.8713 0.170
H 1.6902 0.1918 0.8276 0.212
H 3.1131 -0.7050 0.2081 0.207
H 1.8480 -1.5593 1.0417 0.205
H -0.1014 1.0495 0.0582 0.394
H -1.1242 -0.1320 -0.5932 0.370
H -2.6101 2.6068 -0.3932 0.458
H -2.0734 1.4037 0.1967 0.482
O -2.8575 2.0148 0.3243 -0.951
H -0.2139 2.4901 1.4865 0.491
H -0.9092 1.4649 2.5828 0.513
O -0.4726 1.6695 1.7762 -0.983
H -0.8016 -2.0908 0.6047 0.487
H -2.4054 -2.5415 0.7289 0.491
O -1.6360 -2.0778 1.0692 -0.977

b.
22
Properties=species:S:1:pos:R:3:nbo_charge:R:1 method="wB97M-V/def2-TZVPD" smiles=CN(C)C.O.O.O homo_lumo_gap_ev=8.90 homo_ev=-8.382
C -2.8077 -1.0301 -1.2020 -0.408
N -1.6157 -0.4334 -0.6592 -0.467
C -0.3993 -0.5547 -1.3575 -0.394
C -1.8737 0.9086 -0.1079 -0.447
H -3.4348 -1.1319 -0.3155 0.198
H -2.5581 -1.9637 -1.6516 0.197
H -3.3058 -0.5326 -2.0628 0.167
H 0.3673 0.0058 -0.7857 0.203
H -0.0893 -1.6096 -1.4271 0.196
H -0.6345 -0.2032 -2.4352 0.160
H -1.3276 0.9854 0.8846 0.197
H -2.9056 1.1379 0.2143 0.209
H -1.5557 1.8566 -0.6838 0.187
H 5.5519 2.9769 0.5888 0.472
H 5.4373 1.8886 1.6381 0.463
O 5.4299 2.8110 1.5311 -0.934
H -0.7444 -2.2222 1.5125 0.476
H -1.7369 -1.0625 1.9869 0.475
O -0.8404 -1.4521 2.2062 -0.949
H 2.2431 0.0412 0.6288 0.470
H 3.6061 -0.1726 1.1729 0.460
O 3.1940 -0.2434 0.3241 -0.929

Ordering by calculated energy gives the sequence a, b, with the first entry being the most stable.